Below is C6H12ClN as an isolated structure in a non-equilibrium geometry, with properties calculated with the ωB97M-V functional and the def2-TZVPD basis.

CARTESIAN COORDINATES (ANGSTROEM)
C1 -0.735 2.280 0.361
C2 -0.269 1.041 -0.334
C3 0.899 -0.629 -0.327
C4 1.917 -1.484 0.418
C5 -0.468 -0.356 0.241
C6 -1.576 -1.243 -0.212
H1 -0.260 3.176 -0.062
H2 -1.820 2.401 0.208
H3 -0.459 2.250 1.434
H4 -0.645 1.077 -1.408
H5 1.714 1.293 -0.928
H6 0.897 -0.955 -1.427
H7 2.914 -1.390 -0.064
H8 1.909 -1.249 1.493
H9 1.658 -2.567 0.361
H10 -0.471 -0.299 1.332
H11 -1.651 -2.167 0.369
H12 -1.530 -1.532 -1.275
N1 1.168 0.827 -0.224
Cl1 -3.190 -0.475 0.047

Values from the calculation:
* calculated total energy: -750.7351 Eh

***

Below is a 2-piece molecular cluster, C6H12ClN overall in a non-equilibrium geometry, with properties calculated with the ωB97M-V functional and the def2-TZVPD basis.

CARTESIAN COORDINATES (ANGSTROEM)
C1 2.992 0.038 0.338
C2 2.020 -0.821 1.153
C3 1.572 0.438 0.401
C4 -2.131 0.983 0.126
C5 -1.328 -1.395 -0.295
C6 -1.514 -0.046 -0.744
N1 0.894 0.375 -0.749
Cl1 1.223 1.952 1.256
H1 3.715 0.644 0.882
H2 3.363 -0.539 -0.476
H3 1.651 -1.828 0.739
H4 2.142 -0.734 2.209
H5 -2.610 1.693 -0.471
H6 -2.642 0.553 0.975
H7 -1.309 1.400 0.713
H8 -0.755 -1.547 0.517
H9 -0.959 -1.970 -1.158
H10 -2.359 -1.893 -0.227
H11 -1.516 0.257 -1.755
H12 0.927 1.199 -1.399

Values from the calculation:
* calculated total energy: -750.5789 Eh

***

Below is C6H12ClN4O2Pd as an isolated structure, with properties calculated with the ωB97M-V functional and the def2-TZVPD basis.

CARTESIAN COORDINATES (ANGSTROEM)
Pd1 -0.167 -0.718 0.213
C1 -2.008 3.963 1.638
O1 -2.097 2.468 1.657
C2 -1.336 1.714 0.995
O2 -1.635 0.471 0.905
N1 -0.241 2.133 0.336
N2 0.434 1.146 -0.437
H1 -2.921 4.272 2.133
H2 -1.994 4.280 0.598
H3 -1.127 4.244 2.210
H4 0.174 3.056 0.408
H5 1.437 1.338 -0.422
H6 0.112 1.179 -1.410
N3 2.433 -1.737 -1.043
C3 2.823 -2.560 -2.023
C4 1.687 -3.102 -2.605
C5 0.622 -2.557 -1.909
N4 1.079 -1.721 -0.953
H7 3.024 -1.243 -0.391
H8 3.873 -2.708 -2.230
H9 1.644 -3.797 -3.427
H10 -0.437 -2.708 -2.066
Cl1 -0.660 -3.012 1.313
C6 -1.395 -1.706 1.990
H11 -0.927 -1.242 2.857
H12 -2.399 -1.450 1.664

Values from the calculation:
* total charge: +3
* calculated total energy: -1192.1447 Eh

***

Below is one molecule with the formula C6H12ClNO5 in a non-equilibrium geometry, with properties calculated with the ωB97M-V functional and the def2-TZVPD basis.

CARTESIAN COORDINATES (ANGSTROEM)
C1 -2.838 0.956 0.197
C2 -1.929 -0.019 1.007
C3 1.025 -1.329 0.640
C4 0.019 -0.171 -1.288
C5 1.571 1.187 0.188
C6 0.496 -0.016 0.209
N1 -0.565 0.598 0.952
O1 -3.911 0.698 -0.315
O2 -2.306 2.171 0.094
O3 1.749 -2.019 -0.410
O4 1.212 -0.141 -2.162
O5 1.872 1.528 1.465
Cl1 0.731 2.600 -0.607
H1 -1.963 -0.904 0.427
H2 -2.430 -0.240 1.950
H3 0.257 -1.904 1.024
H4 1.803 -1.106 1.561
H5 -0.697 0.554 -1.703
H6 -0.387 -1.168 -1.472
H7 2.435 1.022 -0.559
H8 -1.470 2.296 0.435
H9 -0.028 0.906 1.707
H10 2.406 -1.393 -0.804
H11 1.043 -0.657 -2.988
H12 2.663 1.999 1.341

Values from the calculation:
* SMILES: O=C(O)CNC(CO)(CO)[C@H](O)Cl
* calculated total energy: -1126.9045 Eh

***

Below is C6H12ClO10PbS2 as an isolated structure in a non-equilibrium geometry, with properties calculated with the ωB97M-V functional and the def2-TZVPD basis.

CARTESIAN COORDINATES (ANGSTROEM)
Pb1 -2.436 -7.196 -3.278
Cl1 -0.322 -8.192 -5.077
O1 -3.307 -5.047 -2.147
C1 -2.397 -3.978 -2.219
C2 -1.086 -4.188 -3.187
O2 -0.400 -5.395 -3.214
H1 -2.020 -3.918 -1.198
H2 -2.884 -3.037 -2.477
H3 -0.295 -3.457 -3.017
H4 -1.432 -3.922 -4.186
C3 -6.843 -5.899 -7.313
C4 -7.425 -5.748 -5.850
O3 -6.266 -5.876 -4.984
S1 -4.930 -5.229 -5.691
O4 -3.730 -5.889 -5.138
O5 -5.075 -3.749 -5.707
O6 -5.441 -5.915 -7.121
H5 -7.100 -5.054 -7.951
H6 -7.043 -6.875 -7.756
H7 -8.142 -6.553 -5.688
H8 -7.930 -4.786 -5.769
C5 -3.603 -12.034 0.349
C6 -4.819 -11.797 -0.506
O7 -4.358 -11.777 -1.848
S2 -2.709 -11.332 -2.024
O8 -2.521 -10.006 -2.668
O9 -1.913 -12.431 -2.564
O10 -2.561 -11.264 -0.303
H9 -3.339 -13.091 0.338
H10 -3.702 -11.681 1.375
H11 -5.429 -10.944 -0.208
H12 -5.465 -12.675 -0.475

Values from the calculation:
* total charge: -1
* calculated total energy: -2437.5151 Eh

***

Below is C6H12CsF6N2O5S2 as an isolated structure in a non-equilibrium geometry, with properties calculated with the ωB97M-V functional and the def2-TZVPD basis.

CARTESIAN COORDINATES (ANGSTROEM)
Cs1 13.403 -12.013 -9.071
C1 12.148 -10.907 -12.347
F1 11.037 -10.333 -12.040
F2 12.291 -11.022 -13.726
F3 13.121 -10.209 -11.860
S1 12.117 -12.632 -11.414
O1 11.345 -13.545 -12.243
O2 13.495 -13.070 -11.207
N1 11.526 -11.959 -9.908
S2 10.140 -12.583 -9.795
O3 9.235 -12.090 -10.834
O4 10.089 -14.046 -9.650
C2 9.539 -11.748 -8.079
F4 8.402 -12.419 -7.745
F5 10.487 -11.784 -7.160
F6 9.192 -10.493 -8.242
C3 14.732 -13.797 -7.189
C4 14.881 -15.071 -8.113
C5 13.586 -15.584 -8.780
O5 12.965 -14.570 -9.518
C6 11.776 -15.001 -10.191
N2 16.019 -14.840 -9.130
H1 16.910 -15.057 -8.709
H2 16.011 -15.536 -9.862
H3 16.101 -13.930 -9.561
H4 14.559 -12.858 -7.715
H5 15.641 -13.547 -6.642
H6 14.040 -13.881 -6.352
H7 15.286 -15.838 -7.453
H8 12.971 -16.001 -7.983
H9 13.789 -16.472 -9.379
H10 11.974 -15.885 -10.798
H11 11.362 -14.404 -11.003
H12 11.076 -15.341 -9.428

Values from the calculation:
* total charge: +1
* calculated total energy: -2136.5672 Eh

***

Below is C6H12F4Li2N2O14S4 as an isolated structure in a non-equilibrium geometry, with properties calculated with the ωB97M-V functional and the def2-TZVPD basis.

CARTESIAN COORDINATES (ANGSTROEM)
Li1 -5.220 -17.338 15.323
Li2 -3.395 -17.195 16.768
N1 -4.914 -18.325 16.931
S1 -4.991 -20.075 16.927
O1 -5.591 -20.604 15.684
O2 -5.148 -20.838 18.146
F1 -3.425 -20.301 16.583
S2 -5.984 -18.208 18.029
O3 -5.570 -18.229 19.410
O4 -7.238 -18.745 17.641
F2 -6.112 -16.625 17.691
N2 -3.635 -16.324 15.079
S3 -3.703 -14.766 14.549
O5 -4.397 -14.530 13.258
O6 -2.649 -13.936 15.064
F3 -4.827 -14.264 15.582
S4 -2.755 -16.736 13.896
O7 -1.338 -16.493 14.015
O8 -3.332 -16.945 12.560
F4 -2.927 -18.251 14.475
C1 0.197 -17.221 19.495
O9 0.652 -17.759 18.301
C2 -0.141 -18.002 17.291
O10 -1.357 -17.822 17.291
O11 0.618 -18.366 16.361
C3 0.165 -19.161 15.215
H1 -0.880 -17.110 19.624
H2 0.583 -16.202 19.520
H3 0.697 -17.673 20.352
H4 0.888 -19.181 14.400
H5 -0.789 -18.701 14.957
H6 -0.008 -20.204 15.479
C4 -1.461 -13.876 17.952
O12 -2.759 -13.665 18.401
C5 -3.663 -14.640 18.636
O13 -3.507 -15.833 18.380
O14 -4.485 -14.130 19.683
C6 -5.137 -15.049 20.586
H7 -1.383 -14.801 17.381
H8 -0.631 -13.897 18.658
H9 -1.176 -13.220 17.130
H10 -4.497 -15.858 20.938
H11 -6.028 -15.457 20.109
H12 -5.505 -14.489 21.445

Values from the calculation:
* calculated total energy: -3405.9457 Eh

***

Below is C6H12FN as an isolated structure in a non-equilibrium geometry, with properties calculated with the ωB97M-V functional and the def2-TZVPD basis.

CARTESIAN COORDINATES (ANGSTROEM)
C1 0.593 1.037 -1.185
C2 -0.566 1.898 -1.492
C3 -0.023 -1.760 -0.187
C4 -0.464 -0.943 2.103
C5 0.787 0.930 0.323
C6 -0.366 -0.613 0.661
N1 1.247 0.431 -2.082
F1 -1.507 0.032 0.293
H1 -1.433 1.656 -0.802
H2 -0.293 3.006 -1.292
H3 -0.803 1.896 -2.550
H4 -0.788 -2.507 -0.327
H5 0.868 -2.245 0.156
H6 0.083 -1.342 -1.167
H7 -1.295 -0.633 2.659
H8 -0.471 -2.112 2.064
H9 0.384 -0.719 2.863
H10 1.839 0.642 0.627
H11 0.278 1.541 1.029
H12 1.932 -0.195 -1.692

Values from the calculation:
* calculated total energy: -390.3501 Eh

***

Below is C6H12FN as an isolated structure in a non-equilibrium geometry, with properties calculated with the ωB97M-V functional and the def2-TZVPD basis.

CARTESIAN COORDINATES (ANGSTROEM)
C1 0.054 -0.784 1.966
C2 0.561 0.265 0.916
C3 1.212 0.509 -1.013
C4 -0.163 0.343 -0.448
C5 -1.178 1.352 -0.625
C6 -0.606 -1.042 -0.849
H1 0.414 -0.515 3.062
H2 -1.204 -0.679 1.795
H3 0.444 -1.744 1.604
H4 0.524 1.238 1.336
H5 1.990 -0.959 0.052
H6 1.424 1.476 -1.322
H7 1.518 -0.282 -1.783
H8 -1.799 0.989 -1.731
H9 -1.830 1.342 0.385
H10 -0.591 2.457 -0.840
H11 0.019 -1.943 -0.631
H12 -0.825 -0.957 -1.880
N1 1.861 0.141 0.266
F1 -1.823 -1.207 -0.259

Values from the calculation:
* calculated total energy: -390.2932 Eh

***

Below is an isolated ion of composition C6H12FN2 and charge +1 in a non-equilibrium geometry, with properties calculated with the ωB97M-V functional and the def2-TZVPD basis.

CARTESIAN COORDINATES (ANGSTROEM)
C1 0.705 0.908 0.186
C2 -0.745 0.955 0.736
C3 0.662 -1.449 -0.138
C4 -0.993 -1.127 -0.247
C5 2.623 -0.497 0.829
C6 -2.244 0.688 -1.315
N1 1.324 -0.357 0.175
N2 -1.642 0.260 -0.109
F1 -1.409 -1.659 -1.405
H1 0.698 1.432 -0.889
H2 1.303 1.595 0.798
H3 -0.668 0.585 1.861
H4 -1.064 2.080 0.837
H5 1.093 -2.485 -0.091
H6 -1.326 -1.762 0.736
H7 2.780 0.196 1.654
H8 2.781 -1.459 1.248
H9 3.408 -0.434 0.073
H10 -2.173 1.801 -1.408
H11 -1.748 0.214 -2.171
H12 -3.366 0.517 -1.361

Values from the calculation:
* SMILES: CN1CC[N+](C)=C[C@@H]1F
* total charge: +1
* calculated total energy: -444.8332 Eh

***

Below is one molecule with the formula C6H12I2 in a non-equilibrium geometry, with properties calculated with the ωB97M-V functional and the def2-TZVPD basis.

CARTESIAN COORDINATES (ANGSTROEM)
C1 1.151 -1.108 -1.125
C2 0.649 1.153 -1.875
C3 -2.714 0.699 1.596
C4 0.574 0.272 -0.708
C5 -1.379 0.990 1.044
C6 -0.750 -0.025 -0.133
I1 -1.223 3.098 0.678
I2 -2.287 -0.278 -1.688
H1 2.200 -1.227 -1.028
H2 0.736 -1.395 -2.120
H3 0.735 -1.771 -0.432
H4 1.591 1.779 -2.004
H5 -0.095 2.051 -1.827
H6 0.474 0.593 -2.795
H7 -3.640 1.137 1.041
H8 -2.833 1.060 2.631
H9 -2.946 -0.403 1.640
H10 1.134 0.736 0.181
H11 -0.553 0.773 1.697
H12 -0.789 -0.951 0.494

Values from the calculation:
* SMILES: CC(C)[C@H](I)[C@H](C)I
* calculated total energy: -831.1555 Eh

***

Below is a 2-piece molecular cluster, C6H12INO3 overall, with properties calculated with the ωB97M-V functional and the def2-TZVPD basis.

CARTESIAN COORDINATES (ANGSTROEM)
C1 -0.735 2.245 -1.831
C2 1.120 1.659 -0.224
C3 1.361 -3.716 -0.364
C4 -0.365 2.013 -0.371
C5 0.847 -2.841 0.730
C6 -1.190 0.941 0.273
N1 -1.314 0.941 1.555
O1 -0.915 1.812 2.334
O2 -2.007 -0.118 2.131
O3 1.225 -1.730 0.974
I1 -1.910 -0.707 -0.772
H1 -0.315 3.187 -2.170
H2 -0.344 1.448 -2.458
H3 -1.814 2.290 -1.956
H4 1.727 2.421 -0.701
H5 1.335 0.696 -0.679
H6 1.395 1.612 0.827
H7 1.549 -4.718 0.016
H8 2.264 -3.299 -0.803
H9 0.586 -3.787 -1.127
H10 -0.554 2.926 0.206
H11 0.027 -3.302 1.317
H12 -1.973 0.026 3.092

Values from the calculation:
* SMILES: CC(C)/C(I)=[N+](\[O-])O.CC=O
* calculated total energy: -813.8570 Eh